# 1
{"formula": "C38H36BeNO7P4S", "method": "ωB97M-V with the def2-TZVPD basis set", "species": ["Be", "O", "S", "C", "C", "C", "C", "C", "C", "P", "C", "C", "C", "C", "C", "C", "C", "C", "C", "C", "C", "C", "C", "C", "C", "C", "C", "C", "P", "C", "C", "C", "C", "C", "C", "C", "C", "C", "C", "C", "C", "H", "H", "H", "H", "H", "H", "H", "H", "H", "H", "H", "H", "H", "H", "H", "H", "H", "H", "H", "H", "H", "H", "H", "H", "H", "H", "H", "H", "N", "C", "C", "P", "O", "O", "O", "P", "O", "O", "O", "H", "H", "H", "H", "H", "H", "H", "H"], "coordinates": [[0.42362, 1.35513, -0.75214], [2.91947, 0.92825, 0.84075], [1.84954, -0.04085, 0.45329], [2.45499, -0.96534, -0.95731], [3.75756, -1.44929, -0.93604], [4.26334, -2.09096, -2.04867], [3.46704, -2.25425, -3.17541], [2.17963, -1.75024, -3.20133], [1.65572, -1.06605, -2.10514], [-0.05629, -0.39122, -2.09906], [-0.45617, 0.45658, -3.66199], [-1.07588, 1.69942, -3.52996], [-1.47630, 2.42025, -4.64576], [-1.25579, 1.90452, -5.91282], [-0.65685, 0.66025, -6.05896], [-0.27148, -0.06381, -4.94286], [-0.98982, -1.95642, -2.19067], [-2.17474, -2.03573, -2.91733], [-2.82582, -3.25413, -3.05920], [-2.29207, -4.39957, -2.48885], [-1.11604, -4.32366, -1.75388], [-0.47393, -3.10661, -1.59262], [1.66734, -1.23477, 1.76619], [2.84214, -1.69636, 2.34247], [2.77529, -2.62165, 3.36927], [1.53528, -3.05484, 3.81821], [0.37052, -2.53165, 3.27304], [0.40672, -1.58902, 2.24553], [-1.12902, -0.76499, 1.61450], [-2.45066, -1.92464, 2.14792], [-2.89511, -2.86449, 1.22055], [-3.89887, -3.76608, 1.54235], [-4.48776, -3.72620, 2.79803], [-4.06849, -2.78088, 3.72379], [-3.05890, -1.88381, 3.40211], [-1.32321, 0.57441, 2.84756], [-2.23673, 1.57757, 2.52162], [-2.50534, 2.60492, 3.41355], [-1.85175, 2.64475, 4.64121], [-0.93244, 1.65844, 4.96592], [-0.66775, 0.62885, 4.07252], [4.38253, -1.29173, -0.07057], [5.27927, -2.46226, -2.03971], [3.85640, -2.77120, -4.04236], [1.57811, -1.90412, -4.08327], [-1.26887, 2.10644, -2.54222], [-1.96297, 3.37910, -4.52473], [-1.56460, 2.46256, -6.78701], [-0.49986, 0.24688, -7.04646], [0.15216, -1.04644, -5.08548], [-2.59054, -1.15003, -3.38058], [-3.74401, -3.30711, -3.62906], [-2.78856, -5.35214, -2.61976], [-0.69950, -5.21338, -1.29936], [0.44656, -3.06489, -1.02240], [3.79651, -1.31395, 2.01228], [3.68592, -2.99599, 3.81762], [1.47266, -3.77831, 4.62072], [-0.58718, -2.84426, 3.66753], [-2.45844, -2.88295, 0.23223], [-4.23021, -4.48863, 0.80716], [-5.27772, -4.42111, 3.05152], [-4.53095, -2.73648, 4.70146], [-2.74924, -1.14999, 4.13625], [-2.74456, 1.54876, 1.56365], [-3.22847, 3.36884, 3.15590], [-2.06645, 3.43964, 5.34470], [-0.41392, 1.69087, 5.91494], [0.06441, -0.12443, 4.33519], [1.01748, 5.06761, -0.44295], [1.87201, 3.97854, 0.20564], [2.97453, 4.62996, 1.02972], [2.61709, 3.02091, -1.24410], [2.49045, 4.25038, -2.33088], [4.01345, 2.59875, -1.18043], [1.49903, 2.03440, -1.65146], [0.65612, 3.09371, 1.32074], [-0.22959, 4.40138, 1.69797], [1.17213, 2.43264, 2.51486], [-0.19530, 2.30571, 0.29515], [1.53292, 5.44977, -1.24447], [0.77751, 5.77292, 0.25444], [0.14000, 4.67320, -0.79087], [3.59267, 5.29173, 0.41991], [3.61154, 3.83837, 1.42399], [2.56108, 5.18644, 1.87291], [3.26637, 4.22725, -2.90191], [-0.61896, 4.27680, 2.57312]], "lowdin_charge": [-0.079, -0.436, 0.959, -0.332, -0.041, -0.038, -0.041, -0.059, -0.329, 1.149, -0.351, -0.107, -0.066, -0.064, -0.060, -0.074, -0.340, -0.078, -0.064, -0.071, -0.073, -0.103, -0.341, -0.058, -0.047, -0.046, -0.071, -0.345, 1.110, -0.374, -0.095, -0.073, -0.076, -0.071, -0.089, -0.399, -0.122, -0.098, -0.084, -0.066, -0.088, 0.112, 0.118, 0.116, 0.094, 0.089, 0.109, 0.111, 0.112, 0.095, 0.109, 0.111, 0.111, 0.114, 0.108, 0.108, 0.115, 0.114, 0.105, 0.071, 0.105, 0.107, 0.108, 0.103, 0.108, 0.109, 0.107, 0.111, 0.108, 0.169, -0.452, -0.060, 0.453, -0.154, -0.234, -0.283, 0.424, -0.130, -0.215, -0.284, 0.137, 0.155, 0.156, 0.096, 0.100, 0.092, 0.096, 0.076], "relative_energy_kj_mol": 0.0, "charge": 1, "max_force_ev_per_a": 1.2}

# 2
{"formula": "C24H14Cl5F2IrN2O3", "method": "ωB97M-V with the def2-TZVPD basis set", "species": ["Ir", "C", "O", "C", "C", "C", "C", "C", "C", "N", "N", "C", "C", "O", "C", "C", "C", "C", "C", "C", "C", "C", "H", "H", "H", "H", "H", "H", "H", "H", "H", "H", "H", "H", "H", "Cl", "C", "C", "Cl", "C", "Cl", "C", "O", "C", "Cl", "C", "Cl", "F", "C", "F", "H"], "coordinates": [[0.37474, -0.58504, 0.02295], [-2.54138, -1.97321, 1.44340], [-1.75524, -0.81342, 1.18671], [-1.98312, 0.32583, 1.92217], [-3.03421, 0.45383, 2.81170], [-3.25831, 1.64886, 3.47345], [-2.42813, 2.73303, 3.23496], [-1.36281, 2.60629, 2.37161], [-1.09992, 1.39814, 1.70828], [0.00038, 1.24042, 0.87057], [0.74601, 2.26275, 0.72132], [1.75904, 2.54145, -0.04663], [2.39173, 1.57702, -0.95452], [2.15741, 0.34169, -0.87852], [3.29927, 2.08886, -1.91743], [3.74743, 3.37150, -1.89779], [3.31734, 4.28558, -0.89476], [3.86804, 5.57368, -0.78536], [3.44145, 6.44776, 0.18397], [2.44114, 6.05286, 1.07582], [1.90586, 4.78755, 1.00553], [2.32071, 3.87748, 0.02069], [-3.59175, -1.78681, 1.21564], [-2.43549, -2.30102, 2.47871], [-2.16364, -2.74886, 0.78151], [-3.70299, -0.37548, 2.98840], [-4.07986, 1.73003, 4.16969], [-2.61040, 3.67701, 3.72810], [-0.69945, 3.43396, 2.19055], [3.63229, 1.39060, -2.67433], [4.45313, 3.70448, -2.64739], [4.65441, 5.86324, -1.46997], [3.87233, 7.43638, 0.25763], [2.08961, 6.74440, 1.82921], [1.16078, 4.46523, 1.71515], [-1.79428, -4.17104, -5.77114], [-1.48891, -2.98145, -4.60493], [-0.76566, -3.32096, -3.43357], [-0.21237, -4.91958, -3.19587], [-0.51341, -2.35227, -2.50009], [0.37936, -2.72703, -1.07136], [-0.95166, -0.99228, -2.65095], [-0.70607, -0.10673, -1.80073], [-1.69949, -0.69173, -3.84748], [-2.23998, 0.90252, -4.05123], [-1.94590, -1.66384, -4.79816], [-2.81260, -1.27467, -6.21725], [0.77131, -0.55461, 2.86202], [1.26833, -1.20338, 1.76512], [2.60284, -0.93870, 1.74385], [1.15490, -2.27908, 1.96893]], "lowdin_charge": [1.205, -0.036, -0.188, -0.218, -0.011, -0.059, -0.064, 0.008, -0.173, -0.083, 0.114, -0.129, -0.299, -0.089, 0.008, 0.023, -0.168, -0.022, -0.067, -0.055, -0.014, -0.088, 0.108, 0.114, 0.084, 0.112, 0.113, 0.113, 0.094, 0.122, 0.128, 0.118, 0.109, 0.111, 0.093, 0.805, -0.662, -0.684, 0.773, -0.521, 0.834, -0.417, -0.093, -0.581, 0.835, -0.691, 0.760, -0.004, -0.470, -0.007, 0.108], "multiplicity": 2, "relative_energy_kj_mol": 127.5, "charge": 1, "s2": 0.79, "max_force_ev_per_a": 3.2}

# 3
{"formula": "C4H6N2", "method": "ωB97M-V with the def2-TZVPD basis set", "species": ["C", "C", "C", "C", "H", "H", "H", "H", "H", "H", "N", "N"], "coordinates": [[-1.86291, -0.53264, 0.07410], [0.19576, 0.75602, -0.11623], [1.55007, 0.93900, 0.06289], [2.52482, -0.14007, -0.01827], [-2.21690, 0.48908, -0.25747], [-2.13336, -0.79092, 1.21287], [-2.34725, -1.40563, -0.56873], [0.11669, -1.25379, 0.02111], [-0.46124, 1.63067, -0.18027], [1.97778, 1.91650, 0.05014], [-0.44674, -0.47496, -0.24860], [3.10328, -1.13326, -0.03152]], "lowdin_charge": [-0.129, -0.136, -0.114, -0.256, 0.081, 0.112, 0.108, 0.111, 0.118, 0.073, -0.090, 0.122], "relative_energy_kj_mol": 146.0, "charge": 0, "max_force_ev_per_a": 2.6}

# 4
{"formula": "C20H49BaN3O2", "method": "ωB97M-V with the def2-TZVPD basis set", "species": ["Ba", "O", "C", "C", "O", "H", "H", "H", "H", "C", "C", "N", "C", "C", "C", "C", "H", "H", "H", "H", "H", "H", "H", "H", "H", "H", "H", "H", "H", "H", "H", "C", "C", "N", "C", "C", "C", "C", "H", "H", "H", "H", "H", "H", "H", "H", "H", "H", "H", "H", "H", "H", "H", "C", "C", "N", "C", "C", "C", "C", "H", "H", "H", "H", "H", "H", "H", "H", "H", "H", "H", "H", "H", "H", "H"], "coordinates": [[-0.38780, -0.19717, 0.73789], [-0.60165, -2.27384, 2.18753], [-1.15544, -1.80165, 3.40638], [-2.43097, -1.06819, 3.08904], [-2.21979, 0.18002, 2.43334], [-0.49929, -1.19599, 4.02328], [-1.42955, -2.69567, 3.98994], [-3.05787, -1.04334, 3.96728], [-2.95497, -1.68188, 2.38189], [-0.55838, 2.65606, 2.39817], [0.44697, 1.71545, 3.10091], [1.63164, 1.46335, 2.25987], [2.43317, 2.68537, 1.98867], [3.16931, 3.24023, 3.19200], [2.53621, 0.46651, 2.83540], [2.13427, -0.94624, 2.56139], [-1.35222, 3.00552, 3.11373], [-1.14436, 2.14735, 1.62206], [-0.19961, 3.56833, 1.97411], [-0.05713, 0.79709, 3.35481], [0.70006, 2.13440, 4.08590], [1.72684, 3.39714, 1.62765], [3.17220, 2.60048, 1.18421], [4.16297, 2.73835, 3.42307], [2.71614, 3.17245, 4.14833], [3.33410, 4.28683, 3.03732], [2.64409, 0.59613, 3.89526], [3.49474, 0.59024, 2.41150], [1.38115, -1.27903, 3.24776], [2.90576, -1.65718, 2.86924], [1.95521, -1.24111, 1.53716], [-2.92210, 0.73639, -0.72355], [-2.99526, -0.82725, -0.58317], [-2.21866, -1.42552, -1.68948], [-1.42584, -2.59268, -1.22434], [-2.11208, -3.63829, -0.31652], [-3.07938, -1.67110, -2.83605], [-2.39246, -1.94838, -4.09325], [-3.26012, 1.23211, 0.20913], [-3.61184, 1.05713, -1.51709], [-1.95617, 1.12972, -0.98749], [-4.02337, -1.11784, -0.51732], [-2.65423, -1.01980, 0.40017], [-0.53783, -2.31673, -0.68239], [-1.10786, -3.21418, -2.06626], [-1.59008, -4.58511, -0.20629], [-3.14129, -3.88523, -0.52303], [-2.18912, -3.22063, 0.67867], [-3.76358, -0.86525, -3.02218], [-3.81160, -2.41379, -2.56423], [-2.34160, -1.09099, -4.73687], [-3.00452, -2.62301, -4.62443], [-1.45697, -2.48265, -4.07737], [1.04571, 1.13150, -4.02093], [0.24506, 0.47974, -2.86756], [1.02328, 0.08753, -1.67195], [1.81304, 1.23190, -1.14423], [0.88557, 2.41200, -0.91322], [1.75360, -1.16013, -1.89845], [3.14417, -1.01851, -2.55150], [1.54194, 0.43739, -4.66218], [1.82167, 1.86073, -3.75603], [0.36515, 1.66170, -4.67691], [-0.41208, -0.29319, -3.28198], [-0.51729, 1.15688, -2.50264], [2.56527, 1.59974, -1.85277], [2.39819, 0.88228, -0.29525], [0.35950, 2.76521, -1.80780], [1.43945, 3.24372, -0.58018], [0.17836, 2.25865, -0.09439], [1.12125, -1.78970, -2.51196], [1.91796, -1.65495, -1.00249], [3.90798, -0.33613, -2.03666], [2.94881, -0.54608, -3.51163], [3.55353, -1.98720, -2.74102]], "lowdin_charge": [2.042, -0.529, -0.417, -0.401, -0.525, 0.072, 0.100, 0.089, 0.070, -0.104, -0.257, -0.228, -0.250, -0.083, -0.261, -0.123, 0.108, -0.001, 0.054, 0.066, 0.121, 0.072, 0.118, 0.099, 0.054, 0.067, 0.122, 0.103, 0.046, 0.094, 0.021, -0.115, -0.288, -0.165, -0.252, -0.072, -0.269, -0.093, 0.081, 0.077, -0.002, 0.125, -0.001, 0.024, 0.107, 0.083, 0.069, 0.037, 0.115, 0.114, 0.075, 0.066, 0.072, -0.066, -0.235, -0.296, -0.270, -0.097, -0.247, -0.059, 0.052, 0.075, 0.075, 0.097, 0.074, 0.105, 0.102, 0.092, 0.061, 0.008, 0.115, 0.073, 0.103, 0.049, 0.065], "relative_energy_kj_mol": 0.0, "charge": 0, "max_force_ev_per_a": 2.8}